The following is a DFT calculation (ωB97M-V with the def2-TZVPD basis set) of 2 unconnected molecules or ions with the total composition C3H3NO3P at a distorted geometry.

Output
**Energy relative to the best compared isomer or geometry (same formula, charge and spin)**: 125.0 kcal/mol
**Net charge**: -1
**LUMO (alpha / beta)**: 3.7118 / 3.7098 eV
**E_tot**: -737.83375 Eh
**HOMO level (alpha / beta)**: -0.12729 / -0.08073 Eh

Atoms and positions in Å:
C 1.42128 -0.90032 -0.45248
C 0.46724 -1.82361 -0.12380
C -2.28129 -0.25848 -0.18286
N -2.01775 -1.42885 0.00585
O 0.34000 -3.02870 0.12585
O 1.32591 0.55003 -0.21948
O 3.96152 0.17405 -0.32181
P 2.60681 -0.09572 0.66473
H 3.68360 0.50453 -1.11005
H -3.34492 0.03062 -0.40059
H -1.65192 0.57671 -0.13507

Forces on the atoms, in the same order (eV/Å):
C 0.8 0.5 0.8
C -1.6 -4.2 1.7
C -2.4 1.2 -0.4
N 2.1 -2.3 0.1
O 0.8 3.9 -1.1
O 0.2 0.1 0.3
O 0.5 -1.2 4.6
P -0.4 -0.6 -1.9
H -1.3 1.3 -3.9
H 0.0 0.1 0.1
H 1.5 1.4 -0.1